# 1
23
Properties=species:S:1:pos:R:3 method="wB97M-V/def2-TZVPD" energy_ha=-417.85555 homo_ev=-8.69 charge=0 spin_multiplicity=1
C 1.449 -1.847 -0.013
H 1.120 2.259 -0.906
H 1.680 -2.197 1.000
H 1.850 -2.579 -0.716
C 0.611 3.215 -1.024
H 0.636 -0.129 2.148
N 1.323 4.230 -1.299
H -0.581 -3.343 0.988
N -1.225 0.111 -0.445
H -0.344 -3.710 -0.731
C -0.711 -2.959 -0.030
H -1.159 2.216 -0.682
C -0.418 -0.269 1.897
H -0.964 0.636 2.157
H -0.789 -1.120 2.469
N 0.012 -1.705 -0.243
H -1.771 -2.791 -0.214
N -0.739 3.122 -0.871
H -0.758 -0.722 -1.233
H 1.942 -0.889 -0.169
C -0.610 -0.523 0.441
H -1.315 3.926 -1.060
H 0.763 5.068 -1.466

---

# 2
23
Properties=species:S:1:pos:R:3 method="wB97M-V/def2-TZVPD" energy_ha=-417.85254 smiles="NN=C(N)N.C=C(C)C" homo_ev=-7.64 charge=0 spin_multiplicity=1
H 0.877 -1.955 -1.164
H -0.455 -0.084 1.812
H -3.300 1.661 0.485
C -1.771 0.342 0.297
H 2.814 0.697 -0.600
H 1.237 -1.010 2.311
C 1.722 0.706 -0.608
C 1.215 -0.398 0.277
H -0.730 -0.747 -2.430
H 1.412 0.787 2.031
C 1.087 -0.171 1.640
N -1.172 -0.012 -1.891
H 1.071 -2.539 0.476
N -0.999 -0.338 -0.522
H 1.393 1.684 -0.257
H -2.835 1.317 -1.105
H 1.409 0.569 -1.644
N -2.548 1.412 -0.140
H -1.968 0.862 2.199
C 1.420 -1.793 -0.233
N -1.637 0.100 1.618
H -0.720 0.872 -2.121
H 2.482 -1.965 -0.432

---

# 3
23
Properties=species:S:1:pos:R:3 method="wB97M-V/def2-TZVPD" energy_ha=-417.89929 smiles="[H]/N=C(/C)C(C)(N)N.C=N" homo_ev=-9.31 charge=0 spin_multiplicity=1
C 0.270 0.714 0.762
H 0.658 0.371 -1.840
H -0.842 -0.213 2.345
N -1.081 -0.920 -0.511
N 1.644 -2.322 0.018
N -0.123 0.971 -1.601
H -1.392 -1.314 0.368
H 1.153 2.148 -0.143
H 2.604 -1.334 -1.561
H 0.517 -1.159 1.701
H -2.418 1.099 0.870
N 1.152 1.609 0.726
H -2.703 1.280 -0.870
C 2.424 -1.488 -0.489
H 1.119 -2.896 -0.641
H -1.834 -1.029 -1.185
C -0.739 0.494 -0.374
H 0.829 0.244 2.740
H 2.984 -0.845 0.179
H -0.786 0.940 -2.366
C 0.178 -0.158 1.969
C -1.962 1.383 -0.077
H -1.654 2.424 -0.019

---

# 4
21
Properties=species:S:1:pos:R:3 method="wB97M-V/def2-TZVPD" energy_ha=-328.86287 homo_ev=-2.53 charge=-1 spin_multiplicity=1
H -3.191 1.627 0.110
H 3.410 -0.558 1.188
C -0.657 1.151 0.869
C 2.001 -1.072 -0.377
H -0.797 1.049 1.950
C -1.301 0.251 -1.249
H -1.544 1.234 -1.699
C 3.344 -1.260 0.350
H 1.201 -1.449 0.315
H 4.168 -1.041 -0.337
H 3.470 -2.281 0.735
N -1.569 0.253 0.182
O 1.786 0.200 -0.789
H -3.145 0.553 1.524
H -0.851 2.204 0.598
H -3.611 -0.096 -0.059
H 2.005 -1.813 -1.219
H 0.377 0.909 0.594
C -2.942 0.601 0.449
H -0.232 0.051 -1.407
H -1.920 -0.513 -1.726

---

Question: What is the charge in the first record?
Answer: 0